Entry 1:
C13H36O19V2 | wB97M-V/def2-TZVPD

energy above the lowest of the compared OMol25 structures with the same formula, charge and spin = 0.0 kcal per mole
highest occupied orbital energy = -9.6 eV
total charge = 0

Each line ends with the Löwdin charge.
Element x y z (Å)
V  -21.651  -26.826  -13.020  1.10
V  -24.388  -28.997  -15.951  0.97
O  -23.446  -25.605  -19.172  -0.07
O  -21.261  -30.484  -14.648  -0.08
O  -23.000  -27.097  -16.700  -0.03
O  -25.433  -29.107  -17.153  -0.28
O  -22.584  -28.141  -14.897  -0.11
O  -21.946  -26.048  -15.028  -0.08
O  -21.385  -28.098  -12.222  -0.25
O  -18.573  -27.037  -13.759  -0.07
O  -20.552  -25.481  -17.737  -0.09
O  -22.669  -30.026  -17.291  -0.11
O  -22.053  -23.196  -14.976  -0.10
O  -24.533  -30.340  -15.143  -0.27
O  -21.453  -33.044  -15.342  -0.08
O  -25.385  -25.244  -16.547  -0.05
O  -22.860  -25.941  -12.370  -0.30
O  -20.306  -30.395  -18.851  -0.05
O  -25.452  -27.496  -14.714  -0.11
O  -22.130  -20.615  -15.615  -0.08
O  -17.595  -24.529  -14.531  -0.06
C  -26.552  -26.016  -16.318  -0.20
C  -23.337  -22.690  -15.389  -0.22
C  -22.409  -27.099  -15.580  -0.86
C  -18.323  -26.746  -15.118  -0.23
C  -21.768  -31.319  -13.619  -0.25
C  -22.207  -32.649  -14.183  -0.22
C  -21.221  -24.558  -18.618  -0.19
C  -23.332  -21.204  -15.120  -0.23
C  -26.549  -26.569  -14.896  -0.15
C  -18.496  -25.246  -15.360  -0.24
C  -22.123  -25.312  -19.579  -0.25
C  -22.577  -31.095  -18.217  -0.17
C  -21.604  -30.702  -19.338  -0.22
H  -25.639  -27.969  -13.890  0.13
H  -19.045  -27.222  -15.785  0.12
H  -17.309  -27.078  -15.371  0.13
H  -24.180  -20.725  -15.611  0.12
H  -23.482  -31.425  -18.724  0.13
H  -18.180  -26.294  -13.271  0.09
H  -21.716  -26.272  -19.918  0.12
H  -24.052  -23.102  -14.662  0.12
H  -27.462  -27.166  -14.765  0.13
H  -27.379  -25.315  -16.383  0.13
H  -17.738  -23.585  -14.632  0.09
H  -22.229  -33.512  -13.525  0.12
H  -23.391  -20.974  -14.051  0.12
H  -21.720  -29.633  -14.647  0.02
H  -23.604  -23.079  -16.371  0.11
H  -22.007  -24.133  -15.198  0.03
H  -21.739  -23.824  -18.002  0.12
H  -21.643  -31.359  -20.211  0.13
H  -22.117  -24.747  -20.519  0.11
H  -19.545  -25.094  -15.064  0.10
H  -21.902  -29.440  -17.349  0.10
H  -22.665  -30.817  -13.236  0.10
H  -21.441  -21.270  -15.444  0.06
H  -19.822  -31.228  -18.788  0.10
H  -21.204  -31.408  -12.683  0.12
H  -21.136  -25.759  -17.029  0.02
H  -24.604  -25.759  -16.306  0.05
H  -21.934  -29.737  -19.743  0.13
H  -26.554  -25.836  -14.087  0.14
H  -26.648  -26.863  -16.993  0.11
H  -23.523  -26.012  -18.294  0.04
H  -18.372  -24.920  -16.392  0.12
H  -20.407  -24.177  -19.234  0.12
H  -23.227  -32.450  -14.530  0.10
H  -21.399  -32.209  -15.828  0.04
H  -22.171  -31.920  -17.629  0.11


Entry 2:
C13H36O5 | wB97M-V/def2-TZVPD

energy above the lowest of the compared OMol25 structures with the same formula, charge and spin = 161.1 kcal per mole
structure (SMILES) = CC(C)O.CC(C)O.CC(C)O.CC(C)O.CO
highest occupied orbital energy = -9.1 eV
total charge = 0

Each line ends with the Löwdin charge.
Element x y z (Å)
O  51.063  14.266  42.796  -0.03
O  42.322  16.180  46.153  -0.17
O  45.306  13.078  44.339  -0.15
O  43.743  14.308  42.177  -0.06
O  45.076  13.256  47.158  -0.07
C  43.424  14.031  39.881  -0.09
C  52.137  12.250  41.875  -0.04
C  45.483  12.004  47.777  -0.45
C  44.733  10.758  47.179  -0.03
C  50.318  12.167  43.561  -0.07
C  41.800  13.891  46.855  -0.08
C  41.220  15.179  46.402  -0.51
C  51.473  12.941  43.029  -0.55
C  45.182  15.507  40.796  -0.04
C  46.593  13.492  44.169  -0.18
C  44.379  14.118  40.988  -0.50
C  40.280  15.899  47.335  -0.08
C  46.888  12.003  47.553  -0.10
H  45.215  12.751  45.266  0.06
H  43.667  10.928  47.000  0.07
H  46.915  14.243  44.969  0.11
H  44.303  14.038  42.942  0.07
H  47.542  11.537  48.227  0.07
H  41.123  13.168  47.022  0.01
H  42.480  13.995  47.997  0.17
H  45.110  9.786  47.610  0.10
H  46.706  13.859  43.103  0.10
H  52.802  12.971  41.540  0.04
H  51.565  14.729  43.466  0.09
H  50.068  12.698  44.321  0.01
H  42.700  13.566  46.154  0.10
H  40.552  16.100  48.346  0.06
H  44.652  16.385  41.028  0.06
H  42.794  14.751  39.638  0.02
H  45.211  13.177  41.061  0.19
H  49.490  12.091  42.765  0.13
H  43.894  14.093  38.873  0.10
H  47.261  11.602  46.639  0.08
H  45.661  15.618  39.746  0.11
H  47.152  12.586  44.262  0.05
H  39.285  15.227  47.409  0.13
H  50.507  11.305  44.037  0.05
H  42.549  16.498  45.085  0.20
H  45.300  12.001  48.872  0.15
H  44.916  10.617  46.077  0.08
H  42.680  13.197  40.102  0.11
H  45.909  15.541  41.395  -0.04
H  52.482  11.299  42.271  0.09
H  40.086  16.803  46.812  0.06
H  40.571  15.007  45.533  0.13
H  47.298  13.041  47.726  0.12
H  51.357  12.246  40.989  0.13
H  45.392  13.949  47.664  0.06
H  52.018  13.043  44.028  0.16


Entry 3:
C13H37BrInO9 | wB97M-V/def2-TZVPD

highest occupied orbital energy = -5.4 eV
total charge = -1

Each line ends with the Löwdin charge.
Element x y z (Å)
In  0.640  -2.656  -0.707  0.38
Br  -1.774  -1.813  -0.323  -0.10
O  3.009  -8.425  -2.265  -0.09
O  0.365  -3.763  2.609  0.04
O  -3.200  5.813  0.431  -0.09
O  2.848  -4.735  -1.013  -0.10
O  0.642  -1.628  3.204  0.03
O  -1.044  1.410  5.420  -0.09
O  -2.209  5.739  3.335  -0.09
O  1.787  -5.351  -1.783  -0.28
O  0.142  0.761  -2.730  -0.12
C  1.749  -2.454  1.225  -0.20
C  1.185  1.358  -4.854  -0.10
C  0.908  -2.512  2.416  -0.66
C  3.859  -7.728  -4.444  -0.09
C  2.791  -8.474  -3.666  -0.33
C  -2.089  6.477  -1.641  -0.09
C  0.071  0.620  -4.133  -0.34
C  -2.993  5.272  4.426  -0.33
C  -0.140  2.301  4.775  -0.33
C  -0.033  2.024  3.291  -0.08
C  0.527  -4.752  -1.450  -0.30
C  -3.692  3.966  4.103  -0.08
C  -2.279  6.728  -0.159  -0.32
H  2.482  -3.256  1.256  0.04
H  -4.256  3.595  4.960  0.08
H  1.415  -1.647  -1.895  -0.08
H  -0.029  -4.774  -2.391  0.04
H  0.645  2.729  2.806  0.07
H  -1.011  2.097  2.812  0.07
H  -0.734  0.513  5.252  0.08
H  0.851  2.236  5.239  0.11
H  -2.704  7.717  0.015  0.11
H  3.682  -7.801  -5.519  0.07
H  0.008  -5.410  -0.741  0.04
H  2.154  1.010  -4.497  0.07
H  0.060  1.691  -2.499  0.08
H  2.886  -5.325  -0.248  0.09
H  -3.727  6.032  4.723  0.10
H  -1.403  7.207  -2.072  0.07
H  -0.906  0.951  -4.509  0.11
H  -2.960  3.211  3.816  0.06
H  0.342  1.013  3.113  0.06
H  1.129  1.199  -5.933  0.07
H  4.846  -8.137  -4.223  0.07
H  -3.044  6.541  -2.165  0.07
H  -1.674  5.482  -1.814  0.07
H  1.803  -8.066  -3.909  0.11
H  2.987  -7.492  -2.017  0.06
H  -2.295  5.143  5.254  0.10
H  -1.318  6.680  0.363  0.11
H  -0.529  3.304  4.959  0.09
H  3.857  -6.671  -4.170  0.07
H  0.096  -3.795  3.532  0.10
H  0.149  -0.453  -4.312  0.11
H  -2.851  4.922  0.315  0.09
H  2.790  -9.533  -3.929  0.11
H  -4.386  4.102  3.269  0.07
H  1.121  2.434  -4.668  0.07
H  2.247  -1.488  1.189  0.05
H  -2.794  5.859  2.575  0.04


Entry 4:
C13H37Cd2N2O7 | wB97M-V/def2-TZVPD

highest occupied orbital energy = -15.5 eV
total charge = +3

Each line ends with the Löwdin charge.
Element x y z (Å)
Cd  4.535  -16.040  -11.760  1.30
Cd  5.392  -19.234  -11.811  1.31
O  5.511  -17.600  -13.226  -0.73
O  5.121  -20.681  -13.510  -0.13
O  3.842  -16.108  -18.353  -0.18
O  7.565  -19.081  -22.674  -0.13
O  4.041  -21.154  -16.192  -0.26
O  -0.742  -21.334  -13.558  -0.11
O  4.338  -14.473  -13.089  -0.13
N  1.870  -22.587  -14.993  -0.02
N  5.156  -17.812  -20.514  0.04
C  -0.410  -22.585  -14.053  -0.19
C  5.134  -16.657  -18.346  -0.21
C  5.586  -16.553  -19.840  -0.12
C  4.369  -20.369  -17.328  -0.08
C  3.176  -23.310  -15.149  -0.14
C  1.030  -23.080  -13.904  -0.18
C  7.039  -17.818  -22.124  -0.11
C  3.801  -22.565  -16.303  -0.20
C  6.174  -17.161  -14.407  -0.22
C  5.474  -17.769  -21.986  -0.10
C  3.207  -16.053  -17.021  -0.04
C  0.120  -20.259  -13.849  -0.10
C  7.684  -20.275  -21.824  -0.02
H  6.701  -20.663  -21.555  0.10
H  4.842  -22.855  -16.439  0.13
H  -0.676  -22.613  -15.110  0.14
H  4.360  -19.368  -16.898  0.06
H  3.082  -17.086  -16.696  0.08
H  4.961  -16.937  -22.469  0.14
H  7.199  -16.906  -14.139  0.09
H  1.593  -22.829  -13.005  0.12
H  3.812  -15.444  -16.350  0.05
H  5.653  -16.299  -14.826  0.04
H  5.297  -20.634  -17.837  0.10
H  8.462  -20.914  -22.241  0.11
H  0.521  -20.424  -14.849  0.08
H  5.169  -15.690  -20.359  0.15
H  4.970  -18.667  -22.342  0.13
H  3.110  -24.358  -15.440  0.14
H  4.451  -13.525  -13.029  0.10
H  5.725  -16.010  -17.698  0.12
H  2.190  -21.674  -14.704  0.07
H  -1.092  -23.319  -13.623  0.14
H  5.150  -17.680  -17.969  0.09
H  2.262  -15.510  -16.993  0.10
H  4.277  -14.649  -14.028  0.06
H  3.849  -23.210  -14.297  0.10
H  7.178  -17.201  -23.011  0.14
H  7.575  -17.519  -21.224  0.12
H  5.098  -21.629  -13.383  0.06
H  4.208  -18.091  -20.304  0.13
H  3.369  -22.751  -17.286  0.14
H  6.668  -16.435  -19.885  0.12
H  1.096  -24.162  -13.791  0.13
H  4.985  -20.562  -14.450  0.04
H  3.538  -20.489  -18.023  0.10
H  1.046  -20.165  -13.281  0.07
H  -0.361  -19.282  -13.881  0.10
H  6.155  -17.972  -15.135  0.07
H  8.210  -19.915  -20.940  0.08